1.
Molecular formula: C9H28N2P2Pd
Method: DFT, ωB97M-V/def2-TZVPD

The geometry in ORCA input format:
```
! RIJCOSX wB97M-V def2-TZVPD def2/J DEFGRID3
* xyz 0 3
Pd -0.433 0.040 0.083
H -2.063 -0.448 -0.115
H -2.151 0.400 -0.037
P 0.093 -2.240 -0.235
P 0.100 2.233 -0.178
C 0.351 3.077 1.409
H 0.538 4.144 1.223
H -0.531 2.964 2.052
H 1.213 2.634 1.923
C 1.525 2.732 -1.162
H 1.463 2.348 -2.182
H 1.568 3.824 -1.216
H 2.452 2.370 -0.710
C -1.306 3.069 -0.954
H -2.206 2.893 -0.355
H -1.113 4.146 -1.030
H -1.460 2.662 -1.961
C 1.628 -2.722 -1.080
H 1.666 -3.814 -1.180
H 1.678 -2.281 -2.080
H 2.495 -2.386 -0.500
C 0.156 -3.154 1.345
H -0.786 -3.012 1.894
H 0.321 -4.224 1.144
H 0.980 -2.749 1.951
C -1.227 -3.028 -1.204
H -1.257 -2.573 -2.202
H -1.045 -4.107 -1.302
H -2.185 -2.853 -0.699
H -0.132 -0.039 -1.605
H 0.698 0.070 -1.232
C 1.010 -0.656 5.270
N -0.111 -0.011 4.597
C -1.124 0.672 5.404
C -0.201 -0.039 3.302
N -0.331 -0.026 2.140
H 0.844 -0.512 6.335
H 1.959 -0.189 4.980
H 1.031 -1.729 5.039
H -1.133 1.749 5.186
H -2.120 0.258 5.196
H -0.858 0.511 6.449
*
```

## Properties
- M: 332.70 g mol⁻¹
- Kohn-Sham gap (spin up / spin down): 2.52 / 8.45 eV
- Electronic energy: -34818.173 eV
- E_LUMO (spin up / spin down): 0.84 / 0.68 eV
- Largest force on an atom: 2.025 eV/Å
- Highest occupied orbital energy (spin up / spin down): -1.68 / -7.77 eV



2.
Molecular formula: C9H29Cl2O16
Method: DFT, ωB97M-V/def2-TZVPD

The geometry in ORCA input format:
```
! RIJCOSX wB97M-V def2-TZVPD def2/J DEFGRID3
* xyz -1 1
C -0.196 0.247 -0.367
C -1.331 -0.652 -0.672
O -1.107 -1.608 -1.401
O -2.380 -0.345 -0.131
H 0.171 0.235 0.660
H -0.620 1.250 -0.345
H 0.698 0.178 -0.986
C 3.538 -0.868 0.882
C 4.313 0.255 1.000
C 5.089 0.607 2.240
O 5.852 1.587 2.223
C 4.961 -0.371 3.283
C 4.111 -1.387 3.217
C 3.230 -1.775 2.046
O 2.455 -2.673 1.954
O 3.973 -2.254 4.240
O 4.600 0.973 -0.131
H 3.185 -1.090 -0.114
H 5.441 -0.261 4.244
H 3.378 -2.958 3.970
H 5.321 1.597 -0.025
O -3.024 1.716 1.699
H -2.816 1.248 0.891
H -3.904 1.418 1.930
O -1.208 -1.306 -4.098
H -1.314 -0.374 -4.289
H -1.089 -1.345 -3.149
O -4.655 -1.387 1.233
H -4.805 -2.140 0.661
H -3.857 -0.982 0.892
O -4.029 1.114 -2.448
H -3.488 1.791 -2.040
H -3.537 0.303 -2.318
O 0.531 -3.709 -0.384
H 1.116 -3.469 0.334
H 0.083 -2.894 -0.611
O -3.813 -2.057 -3.528
H -4.070 -2.448 -4.362
H -2.891 -1.830 -3.643
O -1.413 -0.270 2.816
H -1.446 -0.501 1.888
H -2.005 0.478 2.898
O -3.550 -3.054 -0.794
H -2.777 -2.500 -0.687
H -3.909 -2.804 -1.645
O 0.119 2.796 1.938
H -0.658 2.378 1.566
H -0.146 3.703 2.091
O -2.000 2.840 -1.855
H -1.228 2.333 -2.106
H -1.706 3.378 -1.121
C 2.508 3.442 -1.353
Cl 1.487 2.620 -2.474
Cl 4.161 3.724 -2.037
H 2.072 4.413 -1.116
H 2.585 2.689 -0.569
*
```

## Properties
- M: 464.22 g mol⁻¹
- Kohn-Sham gap: 7.04 eV
- Electronic energy: -67611.285 eV
- E_LUMO: -0.01 eV
- Largest force on an atom: 4.912 eV/Å
- Highest occupied orbital energy: -7.05 eV



3.
Molecular formula: C9H29F3N10O8
Method: DFT, ωB97M-V/def2-TZVPD

The geometry in ORCA input format:
```
! RIJCOSX wB97M-V def2-TZVPD def2/J DEFGRID3
* xyz 0 1
O -18.164 3.604 11.065
H -17.989 3.215 11.934
H -18.139 4.600 11.133
H -19.024 3.325 10.694
C -18.952 6.722 9.833
O -19.936 7.725 10.158
O -18.487 6.270 11.066
C -19.542 5.667 8.819
F -20.052 6.349 7.798
F -18.593 4.933 8.175
F -20.407 4.690 9.220
C -19.655 9.097 9.852
C -20.980 9.738 10.102
H -21.150 10.705 9.619
H -21.747 9.161 9.584
H -21.190 9.882 11.161
H -19.406 9.232 8.798
H -18.925 9.399 10.606
H -18.156 7.217 9.267
C -19.692 -1.052 11.767
O -20.726 -1.659 11.979
N -19.078 -0.275 12.689
N -18.851 -1.309 10.738
H -19.439 -0.048 13.598
H -18.310 0.275 12.321
H -18.139 -0.641 10.486
H -19.353 -1.895 10.087
C -14.661 5.076 11.088
O -15.229 4.154 10.526
N -13.551 5.012 11.852
N -15.071 6.344 10.971
H -13.196 4.111 12.132
H -13.310 5.670 12.575
H -14.335 7.020 11.082
H -15.989 6.557 10.610
C -15.658 0.973 11.454
O -16.895 0.972 11.372
N -14.846 1.442 12.398
N -14.895 0.307 10.578
H -15.381 1.991 13.056
H -13.854 1.437 12.268
H -13.975 -0.020 10.808
H -15.457 -0.211 9.919
C -21.453 1.906 10.111
O -20.529 2.252 10.843
N -21.273 0.934 9.191
N -22.700 2.251 10.366
H -22.091 0.617 8.698
H -20.362 0.631 8.894
H -22.853 2.887 11.133
H -23.501 2.227 9.758
C -16.850 4.406 14.619
O -16.710 3.592 13.732
N -17.850 5.286 14.655
N -16.147 4.539 15.786
H -17.835 5.903 15.443
H -18.564 5.346 13.946
H -15.503 3.791 15.987
H -16.234 5.379 16.321
*
```

## Properties
- M: 462.39 g mol⁻¹
- Kohn-Sham gap: 8.13 eV
- Electronic energy: -49239.729 eV
- E_LUMO: 0.27 eV
- Largest force on an atom: 3.564 eV/Å
- Highest occupied orbital energy: -7.86 eV



4.
Molecular formula: C9H30FNO8
Method: DFT, ωB97M-V/def2-TZVPD

The geometry in ORCA input format:
```
! RIJCOSX wB97M-V def2-TZVPD def2/J DEFGRID3
* xyz 0 1
C 4.159 0.068 -0.027
C 2.968 0.389 0.879
C 1.869 1.218 0.229
C 1.053 0.494 -0.857
C 1.743 0.504 -2.221
O 0.851 -0.874 -0.455
C -0.346 -1.296 -0.036
O -0.408 -2.132 0.862
N -1.524 -0.778 -0.674
C -2.563 -0.431 0.320
C -3.359 0.791 -0.100
C -2.528 2.062 -0.111
F -2.773 2.810 1.043
H 5.033 -0.161 0.577
H 4.392 0.912 -0.667
H 3.952 -0.821 -0.614
H 3.361 1.002 1.689
H 2.565 -0.506 1.340
H 2.261 2.153 -0.151
H 1.159 1.487 1.009
H 0.122 1.035 -0.983
H 1.033 0.190 -2.980
H 2.157 1.479 -2.437
H 2.525 -0.248 -2.198
H -1.894 -1.466 -1.311
H -3.249 -1.264 0.435
H -2.115 -0.196 1.269
H -3.881 0.653 -1.040
H -4.127 0.930 0.661
H -1.465 1.851 -0.169
H -2.798 2.681 -0.962
O -0.800 -0.622 -3.754
H -0.423 -1.404 -4.186
H -0.799 -0.841 -2.817
O -5.013 -2.129 2.100
H -5.483 -2.768 2.644
H -4.083 -2.315 2.272
O 0.552 -3.121 -4.461
H 0.187 -3.840 -3.936
H 1.505 -3.228 -4.395
O -0.084 0.518 2.826
H -0.611 -0.060 2.271
H -0.634 1.301 2.950
O -1.517 -1.931 4.205
H -0.838 -1.963 3.523
H -1.669 -0.993 4.343
O 3.819 3.659 0.974
H 4.585 3.387 1.488
H 3.134 3.814 1.632
*
```

## Properties
- M: 299.34 g mol⁻¹
- Kohn-Sham gap: 10.35 eV
- Structure (SMILES): CCC[C@@H](C)OC(=O)NCCCF.O.O.O.O.O.O
- Electronic energy: -30407.124 eV
- E_LUMO: 0.22 eV
- Largest force on an atom: 1.920 eV/Å
- Highest occupied orbital energy: -10.13 eV



5.
Molecular formula: C9H30N4O5
Method: DFT, ωB97M-V/def2-TZVPD

The geometry in ORCA input format:
```
! RIJCOSX wB97M-V def2-TZVPD def2/J DEFGRID3
* xyz 0 1
C 2.229 1.016 1.570
C 2.121 -0.484 1.320
C 2.892 -1.386 2.371
O 4.300 -1.210 2.284
C 5.066 -2.330 2.710
N 0.639 -0.795 1.460
H 3.296 1.241 1.549
H 1.924 1.416 2.537
H 1.669 1.597 0.837
H 2.493 -0.828 0.355
H 2.509 -2.385 2.165
H 2.490 -1.137 3.353
H 6.126 -2.077 2.707
H 4.785 -3.319 2.347
H 4.784 -2.431 3.758
H 0.431 -0.682 2.442
H 0.013 -0.156 0.991
C -3.656 0.531 -0.389
C -2.973 1.797 -0.858
C -1.919 2.524 0.036
O -2.187 2.667 1.383
C -1.103 3.254 2.054
N -2.445 1.424 -2.181
H -2.811 -0.043 -0.008
H -4.135 0.034 -1.232
H -4.349 0.700 0.435
H -3.671 2.593 -1.120
H -1.692 3.511 -0.366
H -1.014 1.917 0.057
H -1.417 3.354 3.093
H -1.106 4.266 1.648
H -0.105 2.816 2.064
H -2.148 2.316 -2.551
H -3.221 1.159 -2.771
O -2.549 -1.226 -5.063
H -2.978 -1.897 -5.594
H -2.456 -1.627 -4.199
O 0.613 -3.329 0.099
H 0.682 -3.068 -0.819
H 0.933 -2.572 0.589
C 0.206 -1.093 -2.244
O 1.163 -1.835 -1.972
N 0.001 -0.620 -3.442
N -0.817 -0.945 -1.433
H 0.557 -0.943 -4.221
H -0.845 -0.070 -3.479
H -1.515 -0.291 -1.760
H -0.810 -1.353 -0.510
*
```

## Properties
- M: 274.36 g mol⁻¹
- Kohn-Sham gap: 9.64 eV
- Structure (SMILES): COC[C@H](C)N.COC[C@H](C)N.NC(N)=O.O.O
- Electronic energy: -26015.985 eV
- E_LUMO: 0.44 eV
- Largest force on an atom: 4.265 eV/Å
- Highest occupied orbital energy: -9.19 eV



6.
Molecular formula: C9H30N9O6
Method: DFT, ωB97M-V/def2-TZVPD

The geometry in ORCA input format:
```
! RIJCOSX wB97M-V def2-TZVPD def2/J DEFGRID3
* xyz -1 1
C 1.108 -0.201 0.322
O 0.523 0.214 1.534
H 2.050 0.305 0.111
H 1.379 -1.248 0.184
H 0.555 0.100 -0.567
C -0.701 -2.416 -1.117
O 0.229 -2.997 -1.635
N -1.829 -2.268 -1.697
N -0.572 -1.972 0.092
H -2.594 -1.676 -1.409
H -1.891 -2.686 -2.614
H 0.283 -2.269 0.539
H -1.223 -1.243 0.346
C 3.212 0.722 2.721
O 2.102 0.836 3.173
N 4.213 0.769 3.523
N 3.424 0.553 1.423
H 5.171 0.771 3.203
H 4.019 0.897 4.506
H 4.391 0.525 1.134
H 2.579 0.837 0.948
C 0.690 -1.924 3.227
O 0.844 -2.667 4.184
N 0.121 -2.351 2.145
N 1.293 -0.854 2.969
H 0.033 -1.639 1.435
H -0.303 -3.267 2.175
H 1.810 -0.354 3.678
H 1.177 -0.411 2.069
C -1.973 0.384 1.523
O -1.335 0.667 2.541
N -3.229 0.242 1.520
N -1.314 0.093 0.409
H -3.760 0.204 2.378
H -3.582 0.184 0.575
H -1.881 -0.347 -0.302
H -0.308 0.098 0.492
C -0.016 1.021 -4.183
C -0.100 1.318 -2.698
C -1.313 0.853 -1.964
O -2.637 1.205 -2.497
C -2.930 2.608 -2.447
N 1.093 0.650 -2.111
H -0.986 1.065 -4.679
H 0.449 0.072 -4.453
H 0.665 1.720 -4.668
H 0.017 2.391 -2.549
H -1.219 1.079 -0.902
H -1.206 -0.230 -2.018
H -2.766 3.015 -1.450
H -3.990 2.599 -2.701
H -2.413 3.159 -3.232
H 1.788 1.380 -2.039
H 0.853 0.485 -1.144
*
```

## Properties
- M: 360.40 g mol⁻¹
- Kohn-Sham gap: 5.78 eV
- Electronic energy: -35497.798 eV
- E_LUMO: 2.70 eV
- Largest force on an atom: 11.684 eV/Å
- Highest occupied orbital energy: -3.08 eV



7.
Molecular formula: C9H32BaNO8
Method: DFT, ωB97M-V/def2-TZVPD

The geometry in ORCA input format:
```
! RIJCOSX wB97M-V def2-TZVPD def2/J DEFGRID3
* xyz 1 1
Ba -31.409 15.382 27.923
C -35.563 14.550 28.411
C -35.921 15.861 27.699
C -36.659 16.717 28.736
C -36.800 18.207 28.418
C -35.452 18.754 27.950
C -34.773 17.932 26.839
N -34.731 16.549 27.259
O -33.876 15.754 26.482
C -33.369 18.516 26.734
C -35.468 18.229 25.497
C -36.925 15.549 26.573
H -35.007 13.865 27.772
H -36.426 14.021 28.818
H -34.963 14.826 29.287
H -36.036 16.744 29.649
H -37.597 16.274 29.072
H -37.142 18.732 29.309
H -37.483 18.415 27.589
H -34.777 18.970 28.791
H -35.594 19.778 27.578
H -33.260 19.588 26.575
H -32.773 18.017 25.958
H -32.788 18.297 27.641
H -35.051 17.620 24.696
H -35.368 19.293 25.276
H -36.541 18.036 25.534
H -36.448 15.107 25.698
H -37.374 16.482 26.226
H -37.733 14.921 26.950
O -32.592 13.454 29.664
H -32.997 13.457 30.539
H -33.037 12.740 29.191
O -30.553 16.020 25.342
H -29.680 16.016 24.934
H -31.095 16.581 24.767
O -30.412 17.980 28.223
H -30.199 18.599 27.512
H -30.942 18.496 28.847
O -29.782 15.758 30.141
H -29.357 16.491 30.608
H -29.559 14.970 30.660
O -32.914 16.576 29.695
H -33.844 16.830 29.506
H -32.760 16.805 30.622
O -31.241 13.016 26.838
H -30.410 12.629 26.531
H -31.898 12.317 26.716
O -28.712 15.211 27.580
H -28.238 15.647 28.302
H -28.154 15.343 26.803
*
```

## Properties
- M: 419.68 g mol⁻¹
- Kohn-Sham gap: 4.88 eV
- Electronic energy: -28412.379 eV
- E_LUMO: -3.18 eV
- Largest force on an atom: 2.137 eV/Å
- Highest occupied orbital energy: -8.06 eV



8.
Molecular formula: C9H32O7
Method: DFT, ωB97M-V/def2-TZVPD

The geometry in ORCA input format:
```
! RIJCOSX wB97M-V def2-TZVPD def2/J DEFGRID3
* xyz 0 1
O -4.476 -1.020 -2.472
H -5.052 -0.754 -3.173
H -3.700 -1.321 -2.945
O 1.858 2.498 -0.826
H 2.723 2.056 -0.674
H 1.750 3.017 0.003
O -3.249 1.645 -2.585
H -3.577 2.006 -1.736
H -3.352 0.710 -2.426
O -0.536 1.049 -1.262
H 0.193 1.503 -1.691
H -1.343 1.229 -1.765
C -1.861 2.072 1.608
C -0.545 2.004 2.415
C -0.259 0.485 2.683
O 0.548 2.571 1.679
H -1.981 3.035 1.077
H -2.745 1.990 2.268
H -1.853 1.378 0.727
H -0.675 2.521 3.347
H 0.812 0.407 2.968
H -0.467 0.020 1.702
H -0.937 0.016 3.397
H 0.363 2.142 0.767
C 3.795 -1.290 0.870
C 4.434 -0.327 -0.059
C 3.780 -0.322 -1.421
O 4.323 1.022 0.407
H 2.774 -0.958 1.102
H 4.504 -1.414 1.718
H 3.806 -2.212 0.331
H 5.536 -0.549 -0.135
H 4.198 0.506 -2.031
H 2.685 -0.120 -1.349
H 3.945 -1.223 -1.977
H 4.138 1.036 1.342
C -2.956 -2.742 0.013
C -1.787 -1.667 -0.166
C -0.406 -2.221 0.174
O -1.849 -1.334 -1.546
H -2.843 -3.269 0.977
H -2.744 -3.398 -0.786
H -3.903 -2.219 0.064
H -2.009 -0.800 0.437
H -0.094 -3.111 -0.369
H -0.201 -2.349 1.256
H 0.319 -1.525 -0.134
H -1.085 -0.777 -1.809
*
```

## Properties
- M: 252.35 g mol⁻¹
- Kohn-Sham gap: 10.71 eV
- Structure (SMILES): CC(C)O.CC(C)O.CC(C)O.O.O.O.O
- Electronic energy: -24184.255 eV
- E_LUMO: 0.60 eV
- Largest force on an atom: 3.231 eV/Å
- Highest occupied orbital energy: -10.11 eV



Repeat the fifth record exactly.
Molecular formula: C9H30N4O5
Method: DFT, ωB97M-V/def2-TZVPD

The geometry in ORCA input format:
```
! RIJCOSX wB97M-V def2-TZVPD def2/J DEFGRID3
* xyz 0 1
C 2.229 1.016 1.570
C 2.121 -0.484 1.320
C 2.892 -1.386 2.371
O 4.300 -1.210 2.284
C 5.066 -2.330 2.710
N 0.639 -0.795 1.460
H 3.296 1.241 1.549
H 1.924 1.416 2.537
H 1.669 1.597 0.837
H 2.493 -0.828 0.355
H 2.509 -2.385 2.165
H 2.490 -1.137 3.353
H 6.126 -2.077 2.707
H 4.785 -3.319 2.347
H 4.784 -2.431 3.758
H 0.431 -0.682 2.442
H 0.013 -0.156 0.991
C -3.656 0.531 -0.389
C -2.973 1.797 -0.858
C -1.919 2.524 0.036
O -2.187 2.667 1.383
C -1.103 3.254 2.054
N -2.445 1.424 -2.181
H -2.811 -0.043 -0.008
H -4.135 0.034 -1.232
H -4.349 0.700 0.435
H -3.671 2.593 -1.120
H -1.692 3.511 -0.366
H -1.014 1.917 0.057
H -1.417 3.354 3.093
H -1.106 4.266 1.648
H -0.105 2.816 2.064
H -2.148 2.316 -2.551
H -3.221 1.159 -2.771
O -2.549 -1.226 -5.063
H -2.978 -1.897 -5.594
H -2.456 -1.627 -4.199
O 0.613 -3.329 0.099
H 0.682 -3.068 -0.819
H 0.933 -2.572 0.589
C 0.206 -1.093 -2.244
O 1.163 -1.835 -1.972
N 0.001 -0.620 -3.442
N -0.817 -0.945 -1.433
H 0.557 -0.943 -4.221
H -0.845 -0.070 -3.479
H -1.515 -0.291 -1.760
H -0.810 -1.353 -0.510
*
```

## Properties
- M: 274.36 g mol⁻¹
- Kohn-Sham gap: 9.64 eV
- Structure (SMILES): COC[C@H](C)N.COC[C@H](C)N.NC(N)=O.O.O
- Electronic energy: -26015.985 eV
- E_LUMO: 0.44 eV
- Largest force on an atom: 4.265 eV/Å
- Highest occupied orbital energy: -9.19 eV



What is the formula in the fifth record?
C9H30N4O5